[1]
Below is a molecular structure, C4H6CuLiO2 at a distorted geometry, with properties calculated with the ωB97M-V functional and the def2-TZVPD basis.

```
14
C4H6CuLiO2 the ωB97M-V functional and the def2-TZVPD basis
O 0.5291 -2.0878 -0.8266
C 0.2008 -1.7897 0.4234
C 1.0301 -0.9234 1.1825
Cu -1.5747 -1.8588 -1.1708
Li 1.4654 -0.4376 -1.2944
H 2.1225 -0.9427 0.9905
H 0.8104 -0.7776 2.2455
C -0.5253 1.1533 -0.8641
C 0.0970 1.3351 0.3765
O -1.7289 0.4406 -0.9419
H -0.5131 1.9078 -1.6553
H 0.8815 2.0959 0.4244
H -0.5201 1.2498 1.2800
H -2.2747 0.6351 -0.1695
```

Net charge: 0
Kohn-Sham gap (spin up / spin down): 5.3 / 5.3 eV
Energy above the lowest of the compared OMol25 structures with the same formula, charge and spin: 46.1 kcal/mol
HOMO (spin up / spin down): -5.751 / -5.753 eV



[2]
Below is 9 unconnected molecules or ions with the total composition C9H36N2O8 at a distorted geometry, with properties calculated with the ωB97M-V functional and the def2-TZVPD basis.

```
55
C9H36N2O8 the ωB97M-V functional and the def2-TZVPD basis
N -1.0025 0.1947 -1.2272
H -0.2303 0.6970 -0.7403
H -1.1790 0.5915 -2.1555
H -1.9116 0.4291 -0.7840
H -0.8467 -0.8154 -1.2604
C -0.7036 -0.2566 1.8734
C 0.4083 0.7109 2.2552
C 1.2123 0.2074 3.4785
C 2.2951 -0.8258 3.0889
C 3.1712 -0.2198 2.0201
C 2.4639 0.2167 0.7394
N 1.3263 1.0799 1.1673
O 0.8168 1.8993 0.1437
C 2.0033 -1.0489 -0.0924
C 3.4552 1.0422 -0.0915
C -0.3105 1.9730 2.8050
H -1.3702 -0.5840 2.6772
H -0.3676 -1.0921 1.2519
H -1.4753 0.1688 1.2146
H 0.6172 -0.3517 4.2033
H 1.7735 1.0282 3.9236
H 1.8200 -1.7092 2.6488
H 2.7816 -1.1118 4.0214
H 3.9280 -0.9800 1.7891
H 3.7102 0.6292 2.4489
H 1.5164 -1.6714 0.6609
H 2.8827 -1.6029 -0.4210
H 1.3249 -0.7881 -0.8983
H 3.1238 1.2383 -1.1084
H 4.5111 0.7899 0.0223
H 3.4765 2.0434 0.3567
H -0.8056 2.5459 2.0162
H 0.3894 2.7300 3.1708
H -1.0072 1.7908 3.6244
O -4.4112 -1.6999 -0.1834
H -3.6662 -1.1835 0.1389
H -4.3595 -1.6208 -1.1414
O -1.3568 -2.6088 -1.5992
H -1.5772 -3.1418 -0.8230
H -1.9220 -2.9532 -2.3011
O 0.9939 -3.9783 -2.6627
H 0.5251 -3.3175 -2.1311
H 0.4466 -4.7674 -2.6100
O -3.4731 1.1048 -0.5416
H -3.9924 1.5389 -1.2273
H -3.7122 1.5651 0.2730
O -0.8026 1.8493 -3.4358
H -1.5918 1.9707 -3.9760
H -0.1208 2.3726 -3.8773
O -2.5454 -1.2437 -4.1035
H -2.8768 -0.6793 -4.8093
H -1.8745 -1.7919 -4.5285
O -0.6747 3.5679 -1.1061
H -0.1877 3.1528 -0.3654
H -0.6182 2.9158 -1.8120
```

Net charge: 0
Kohn-Sham gap: 4.7 eV
Energy above the lowest of the compared OMol25 structures with the same formula, charge and spin: 36.1 kcal/mol
HOMO: -5.390 eV



[3]
Below is 6 unconnected molecules or ions with the total composition C34H49B2FN5O at a distorted geometry, with properties calculated with the ωB97M-V functional and the def2-TZVPD basis.

```
92
C34H49B2FN5O the ωB97M-V functional and the def2-TZVPD basis
C -3.8404 1.8606 1.4324
C -4.0896 1.5100 -0.1843
C -4.0189 -0.0960 -0.4917
B -2.5648 -0.6680 -0.9861
C -1.3185 0.3947 -0.9333
C -0.7508 0.7478 0.5629
C -0.2833 2.3435 0.7363
C 0.2533 3.2915 -0.4929
C 0.7000 4.8737 -0.1858
C 0.6374 5.5383 1.3318
C 0.1320 4.5736 2.5709
C -0.3310 3.0020 2.2566
B -2.3065 -2.0925 -0.1758
C -2.5478 -3.5887 -0.8961
O -1.8855 -2.1778 1.2675
C -2.7576 -1.0748 -2.6023
C -3.1225 0.2557 -3.5394
F -1.5434 -1.6703 -3.2057
H -3.4951 0.8931 2.0400
H -3.0484 2.7451 1.5571
H -4.8165 2.2347 1.9695
H -3.4524 2.1870 -0.8996
H -5.2244 1.8301 -0.3749
H -4.8114 -0.3020 -1.3606
H -4.3765 -0.7616 0.4145
H -0.4119 -0.1206 -1.5147
H -1.5214 1.4012 -1.5317
H -1.4508 0.3984 1.4493
H 0.2603 0.1298 0.7065
H 0.3331 2.8432 -1.5724
H 1.0892 5.5999 -1.0471
H 0.9457 6.6456 1.5887
H 0.0664 4.9117 3.6899
H -0.6943 2.2767 3.1225
H -3.6137 -3.5721 -1.4115
H -2.6328 -4.4131 -0.0368
H -1.6708 -3.8341 -1.6527
H -2.7328 -1.8844 1.7590
H -3.6673 -1.8254 -2.7505
H -2.2023 0.4283 -4.2803
H -4.0359 -0.0327 -4.2152
H -3.2699 1.2202 -2.8936
N 1.1288 -3.0670 0.0832
C 1.5836 -3.1562 -1.2067
C 2.7866 -3.8260 -1.1886
C 3.0642 -4.1577 0.1591
C 2.0227 -3.6796 0.9224
H 0.2679 -2.6200 0.3707
H 1.0145 -2.7351 -2.0247
H 3.3975 -4.0525 -2.0527
H 3.9303 -4.6887 0.5325
H 1.8423 -3.7217 1.9883
N 4.5847 -5.1351 5.0748
C 3.9981 -4.0683 4.4453
C 4.7054 -3.8133 3.2917
C 5.7519 -4.7635 3.2200
C 5.6519 -5.5690 4.3322
H 4.2776 -5.5395 5.9499
H 3.1309 -3.5822 4.8717
H 4.4902 -3.0285 2.5782
H 6.4978 -4.8512 2.4405
H 6.2480 -6.4107 4.6586
N 3.7526 -5.6885 -4.4293
C 4.2074 -5.7777 -5.7192
C 5.4103 -6.4475 -5.7011
C 5.6880 -6.7792 -4.3534
C 4.6465 -6.3011 -3.5901
H 2.8917 -5.2415 -4.1418
H 3.6383 -5.3566 -6.5372
H 6.0213 -6.6740 -6.5652
H 6.5541 -7.3102 -3.9800
H 4.4661 -6.3432 -2.5242
N -7.0986 4.3530 1.3611
C -7.7322 3.1387 1.3091
C -8.7259 3.1361 2.2623
C -8.6943 4.3952 2.9079
C -7.6819 5.1277 2.3296
H -6.3226 4.6338 0.7757
H -7.4215 2.3820 0.6012
H -9.4015 2.3163 2.4694
H -9.3409 4.7316 3.7081
H -7.3268 6.1308 2.5248
N 4.1380 5.8803 0.4437
C 4.1031 7.1509 0.9566
C 4.7910 7.9765 0.0955
C 5.2519 7.1767 -0.9775
C 4.8320 5.8874 -0.7383
H 3.7168 5.0653 0.8701
H 3.5946 7.3579 1.8886
H 4.9433 9.0401 0.2255
H 5.8275 7.5060 -1.8328
H 4.9683 4.9766 -1.3059
```

Net charge: -1
Kohn-Sham gap: 7.3 eV
HOMO: -4.928 eV



[4]
Below is 14 unconnected molecules or ions with the total composition C42H84O42 at a distorted geometry, with properties calculated with the ωB97M-V functional and the def2-TZVPD basis.

```
168
C42H84O42 the ωB97M-V functional and the def2-TZVPD basis
C 4.7985 -1.9881 1.6404
O 5.3502 -1.4887 0.4253
C 6.1363 -2.2817 -0.3002
O 6.5332 -3.3989 0.0192
O 6.3450 -1.6918 -1.4896
C 7.1717 -2.1976 -2.5205
H 5.4090 -1.8147 2.5265
H 4.5395 -3.0467 1.6254
H 3.8500 -1.4777 1.8076
H 7.4197 -3.2337 -2.2902
H 8.1375 -1.6922 -2.5117
H 6.6868 -2.0137 -3.4793
C 3.2624 1.6461 1.1757
O 3.9884 1.5976 2.4404
C 4.4631 2.6911 2.9591
O 4.5099 3.8093 2.4060
O 5.0338 2.3508 4.0773
C 5.5445 3.3158 4.9332
H 3.3273 0.6875 0.6608
H 3.8779 2.3132 0.5722
H 2.2153 1.9364 1.2616
H 6.4388 3.8170 4.5628
H 5.5941 2.8175 5.9013
H 4.7080 3.9922 5.1088
C -1.4293 2.6518 0.0541
O -0.8141 1.7520 0.9686
C -0.2315 0.6734 0.4703
O -0.0319 0.3603 -0.7611
O -0.1725 -0.1243 1.5251
C -0.0749 -1.5345 1.2631
H -1.0605 3.6599 -0.1348
H -2.4587 2.6469 0.4122
H -1.4574 2.3203 -0.9839
H -0.3348 -2.0336 2.1967
H 0.9926 -1.7015 1.1193
H -0.7242 -1.9618 0.4989
C -2.6241 -5.0183 -2.9787
O -2.6273 -3.7636 -3.5531
C -2.1628 -2.6795 -2.9759
O -1.7133 -2.4925 -1.8712
O -2.3933 -1.6778 -3.8721
C -1.8448 -0.3942 -3.6419
H -1.9926 -5.4530 -3.7535
H -3.6489 -5.3895 -2.9873
H -2.1586 -5.0927 -1.9959
H -1.6584 -0.1696 -2.5917
H -2.3821 0.4324 -4.1068
H -0.9326 -0.2902 -4.2293
C -5.9522 3.3748 2.1947
O -4.7395 3.8103 1.5486
C -4.8895 4.4565 0.4013
O -5.9045 4.6793 -0.2246
O -3.6552 4.9962 0.1319
C -3.6478 6.0192 -0.8560
H -5.8639 2.3428 2.5343
H -6.8116 3.4102 1.5251
H -6.2455 4.0079 3.0321
H -4.2434 6.8728 -0.5325
H -4.0438 5.7651 -1.8392
H -2.6029 6.2972 -0.9939
C -1.7021 8.3664 -5.9413
O -0.6921 7.5764 -5.2464
C -0.8235 7.2076 -3.9098
O -1.8830 7.1024 -3.3072
O 0.4103 6.8257 -3.4095
C 0.5397 6.2832 -2.1139
H -1.5479 9.4326 -5.7756
H -2.6873 8.0793 -5.5738
H -1.6670 8.1110 -7.0004
H 0.5669 7.0838 -1.3747
H 1.4818 5.7604 -1.9490
H -0.0996 5.4726 -1.7643
C 2.0505 5.3255 2.5269
O 0.8915 5.9756 3.0800
C -0.2812 6.0694 2.4447
O -0.5125 5.6103 1.3418
O -1.1693 6.6053 3.3462
C -2.5155 6.4956 2.9626
H 2.0198 4.2408 2.6297
H 2.8788 5.5931 3.1828
H 2.3428 5.6586 1.5310
H -3.1995 6.7456 3.7736
H -2.7231 5.4622 2.6852
H -2.8813 7.0731 2.1136
C 0.6469 -4.4349 -5.3583
O 0.2876 -4.7363 -3.9715
C 1.1041 -4.3579 -3.0125
O 2.1070 -3.6358 -3.1289
O 0.6671 -4.8368 -1.8259
C 1.3528 -4.5867 -0.6271
H -0.2306 -4.5599 -5.9927
H 1.5047 -5.0493 -5.6321
H 0.9324 -3.3990 -5.5412
H 1.6019 -3.5830 -0.2826
H 2.2697 -5.1705 -0.7084
H 0.7259 -5.0787 0.1166
C 5.3653 1.9215 -1.8421
O 4.3437 0.9013 -2.0815
C 3.3638 0.9218 -2.8770
O 3.2878 1.6920 -3.7852
O 2.5832 -0.1000 -2.5838
C 1.5562 -0.4190 -3.4738
H 4.9676 2.9363 -1.8526
H 6.0506 1.8521 -2.6868
H 5.8076 1.7467 -0.8614
H 1.9687 -0.7094 -4.4400
H 0.9946 0.5122 -3.5484
H 0.9244 -1.2060 -3.0622
C 0.0038 2.4515 3.7487
O 1.1138 1.4747 3.7566
C 0.9047 0.3074 4.2556
O -0.1550 -0.1379 4.7633
O 1.9965 -0.4711 4.1138
C 1.8532 -1.9075 4.4662
H -0.0322 2.9726 4.7054
H -0.9624 1.9472 3.7613
H -0.0726 3.2192 2.9788
H 1.6364 -1.9581 5.5332
H 2.7714 -2.4620 4.2723
H 0.9745 -2.3365 3.9845
C 0.0697 3.1842 -4.2635
O -0.8928 3.6364 -5.1922
C -2.2003 3.7485 -4.9499
O -2.7940 3.4281 -3.9414
O -2.6414 4.4516 -5.9533
C -3.9205 5.0730 -5.9053
H -0.3839 2.3732 -3.6937
H 0.2977 3.9650 -3.5379
H 0.8911 2.6555 -4.7472
H -4.0362 5.5399 -6.8834
H -4.0254 5.8263 -5.1244
H -4.7755 4.4087 -5.7794
C 0.5967 -5.2382 3.5048
O 1.3943 -6.1188 2.8472
C 2.5719 -5.6376 2.3616
O 2.9771 -4.4781 2.3547
O 3.3078 -6.6305 1.7905
C 4.5701 -6.3302 1.2466
H -0.4014 -5.5831 3.7750
H 0.5491 -4.2640 3.0182
H 0.9496 -4.9543 4.4963
H 5.3362 -6.2721 2.0198
H 4.6164 -5.4482 0.6079
H 4.8598 -7.1178 0.5510
C -2.6923 -2.3949 5.4440
O -2.9618 -3.6676 5.9471
C -2.9409 -4.7106 5.0218
O -2.5976 -4.5974 3.8272
O -3.4145 -5.8179 5.5303
C -3.6022 -6.9828 4.6213
H -2.1947 -1.7209 6.1414
H -3.5845 -1.8457 5.1433
H -2.0133 -2.4143 4.5915
H -4.4022 -6.8165 3.8999
H -3.6995 -7.8168 5.3163
H -2.6440 -7.1384 4.1256
C -6.2364 -8.0325 -0.7625
O -5.2118 -7.0151 -0.9435
C -4.6635 -6.5451 0.0774
O -4.9366 -6.8273 1.2090
O -3.8886 -5.6133 -0.3412
C -3.0580 -4.8262 0.5497
H -7.0364 -7.4183 -0.3492
H -5.8999 -8.9585 -0.2962
H -6.5016 -8.3173 -1.7807
H -2.4740 -5.5810 1.0764
H -3.6798 -4.3087 1.2803
H -2.3998 -4.1291 0.0311
```

Net charge: 0
Kohn-Sham gap: 10.8 eV
Energy above the lowest of the compared OMol25 structures with the same formula, charge and spin: 145.7 kcal/mol
HOMO: -10.200 eV



Number 1: DFT total energy -53179.378 eV. Number 2: DFT total energy -29274.560 eV. Number 3: DFT total energy -49610.727 eV. Number 4: DFT total energy -130905.678 eV.